ORCA calculation (ωB97M-V with the def2-TZVPD basis set) on a single C5H7NO molecule.

Geometry as XYZ:
```
14
Properties=species:S:1:pos:R:3:forces:R:3
N 0.8454 -0.5902 0.5837 -0.4 0.5 -0.5
C -0.5468 -0.7899 1.0257 0.9 -0.4 0.0
C -1.0377 -1.6370 1.8297 -0.3 1.0 -0.2
H 1.2906 -1.5039 0.6080 0.0 0.1 0.0
H 1.3437 0.0594 1.1893 -0.1 -0.1 0.1
H -2.0334 -1.7254 2.2243 -0.1 -0.3 0.0
C 1.1080 -0.0789 -1.0599 -1.2 1.6 -0.6
C -0.0265 1.3944 -1.1874 1.7 -1.6 0.2
C -1.1482 1.3078 -0.6121 -0.3 -1.3 2.1
O 0.8779 -0.9615 -1.8549 0.0 -0.4 0.0
H 2.0620 0.4724 -1.0159 0.2 -0.3 0.5
H 0.4818 2.1237 -1.7962 -0.3 0.2 -0.2
H -2.0323 1.7969 -0.2537 -0.2 0.2 -0.4
H -1.1844 0.1323 0.3195 0.1 0.8 -0.9
```
Positions in Å, forces in eV/Å.

Computed properties:
HOMO-LUMO gap (spin up / spin down): 7.132 / 6.672 eV
highest occupied orbital energy (spin up / spin down): -7.86 / -7.50 eV
total charge: 0
relative energy (zero: lowest compared OMol25 entry of this formula, charge and spin): 192.89 kcal per mole
multiplicity: 1

Here are the natural (NBO) charges for atoms 1 to 8, given in e: N -0.650; C -0.098; C -0.271; H 0.435; H 0.407; H 0.208; C 0.412; C -0.312